(1)
A molecular structure, C30H30AsN6O7S3Yb in a non-equilibrium geometry, computed with wB97M-V/def2-TZVPD.

The value obtained for the energy above the lowest of the compared OMol25 structures with the same formula, charge and spin is 5.6 kcal/mol. For the total energy, the calculation gives -179748.8983 eV. For the max |F|, the calculation gives 3.3 eV Å⁻¹. As for the frontier orbital gap (spin up / spin down): 7.19 / 7.20 eV. Its highest occupied orbital energy (spin up / spin down) is -7.55 / -7.55 eV. The spin multiplicity is 2.

Positions of all 78 atoms, in Å:
Yb -0.46 -1.69 -0.86
N -2.98 -0.07 2.76
C -2.11 -0.29 1.74
S -1.15 -1.70 1.81
N -2.07 0.68 0.85
N -1.22 0.53 -0.18
C -1.30 1.45 -1.10
C -2.28 2.56 -1.03
C -1.87 3.89 -1.02
C -2.81 4.91 -0.95
C -4.16 4.61 -0.87
C -4.57 3.28 -0.87
C -3.64 2.26 -0.95
C -0.44 1.29 -2.28
C -0.55 2.15 -3.38
C 0.26 1.92 -4.48
C 1.15 0.86 -4.46
C 1.19 0.06 -3.34
N 0.41 0.25 -2.27
H -3.20 -0.84 3.36
H -3.67 0.65 2.62
H -0.81 4.13 -1.06
H -2.48 5.94 -0.95
H -4.89 5.40 -0.79
H -5.62 3.04 -0.81
H -3.95 1.22 -0.96
H -1.26 2.95 -3.36
H 0.18 2.57 -5.35
H 1.80 0.66 -5.30
H 1.86 -0.79 -3.28
O -1.33 -1.64 -3.39
As -2.77 -2.37 -2.56
O -4.06 -1.89 -3.41
O -2.54 -1.79 -1.02
C -2.48 -4.29 -2.74
C -3.08 -4.95 -3.79
C -2.83 -6.30 -4.00
C -1.97 -6.98 -3.14
C -1.39 -6.32 -2.07
C -1.66 -4.98 -1.85
S 0.62 -4.12 -1.05
O -1.10 -4.31 -0.78
O 0.58 -3.17 -2.20
O 0.88 -3.30 0.14
H -1.57 -1.45 -4.30
H -3.74 -4.39 -4.44
H -3.31 -6.82 -4.82
H -1.75 -8.02 -3.32
H -0.73 -6.84 -1.37
C 1.49 -1.46 4.53
C 2.37 -2.07 3.44
C 3.38 -1.06 2.89
N 2.75 0.17 2.42
C 2.29 0.37 1.19
S 2.38 -0.77 -0.04
N 1.77 1.62 0.87
C 2.01 2.91 1.34
O 1.40 3.83 0.84
C 3.01 3.13 2.42
C 4.35 2.76 2.27
C 5.25 2.99 3.30
C 4.83 3.59 4.48
C 3.51 4.00 4.61
C 2.61 3.78 3.58
H 0.90 -2.24 5.01
H 0.78 -0.75 4.09
H 2.09 -0.94 5.28
H 1.76 -2.45 2.63
H 2.94 -2.91 3.86
H 3.91 -1.50 2.04
H 4.09 -0.78 3.66
H 2.54 0.86 3.12
H 1.21 1.60 0.04
H 4.68 2.29 1.35
H 6.29 2.70 3.18
H 5.53 3.75 5.28
H 3.19 4.49 5.52
H 1.58 4.10 3.67


(2)
8 unconnected molecules or ions with the total composition C30H30B3N3O26 in a non-equilibrium geometry, computed with wB97M-V/def2-TZVPD.

The value obtained for the energy above the lowest of the compared OMol25 structures with the same formula, charge and spin is 76.9 kcal/mol. For the total energy, the calculation gives -91349.0570 eV. As for the net charge: -2. For the max |F|, the calculation gives 5.9 eV Å⁻¹. As for the frontier orbital gap: 7.45 eV. Its highest occupied orbital energy is -4.24 eV.

Positions of all 92 atoms, in Å:
N -24.65 29.46 -31.88
H -24.54 28.92 -31.03
H -24.82 30.41 -31.61
H -25.38 28.95 -32.36
H -23.82 29.35 -32.45
O -22.03 29.93 -31.56
C -20.85 29.57 -31.32
O -19.99 29.01 -32.11
B -18.71 28.90 -31.43
O -18.94 29.31 -30.03
C -20.18 29.74 -29.91
O -20.76 30.19 -28.90
O -18.26 27.50 -31.61
C -17.16 27.49 -32.39
O -16.50 26.50 -32.83
C -16.84 28.95 -32.69
O -17.70 29.73 -32.09
O -15.85 29.30 -33.32
O -17.79 24.13 -32.93
C -18.88 24.11 -32.40
O -19.99 24.69 -32.82
B -21.12 24.45 -31.93
O -20.58 23.48 -30.95
C -19.23 23.29 -31.16
O -18.42 22.69 -30.49
O -22.33 23.96 -32.70
C -23.37 24.71 -32.39
O -24.55 24.46 -32.71
C -22.82 25.91 -31.53
O -21.57 25.75 -31.34
O -23.48 26.85 -31.05
O -21.94 30.54 -35.77
C -21.57 29.38 -35.69
O -20.48 28.80 -36.13
B -20.45 27.38 -35.72
O -21.60 27.19 -34.83
C -22.26 28.31 -34.76
O -23.21 28.55 -33.98
O -20.47 26.45 -36.90
C -19.33 25.82 -36.94
O -18.98 25.01 -37.80
C -18.51 26.18 -35.68
O -19.21 26.99 -35.04
O -17.48 25.63 -35.32
C -25.22 32.53 -35.83
C -26.02 33.40 -34.85
C -26.78 32.34 -34.02
O -25.97 31.10 -34.09
C -24.88 31.34 -34.97
H -24.30 33.00 -36.19
H -25.85 32.23 -36.67
H -26.72 34.05 -35.37
H -25.35 33.96 -34.20
H -27.78 32.23 -34.42
H -26.82 32.53 -32.95
H -24.47 30.50 -35.53
H -24.03 31.59 -34.33
C -24.17 28.78 -26.84
C -24.78 27.50 -27.38
C -25.76 28.03 -28.33
O -25.03 29.09 -29.01
C -24.14 29.70 -28.06
H -23.17 28.58 -26.43
H -24.86 29.23 -26.13
H -25.23 26.87 -26.61
H -24.08 26.80 -27.84
H -26.60 28.43 -27.76
H -26.11 27.34 -29.09
H -24.50 30.70 -27.83
H -23.11 29.85 -28.39
N -26.98 28.15 -32.84
C -27.98 28.75 -33.55
C -28.96 27.95 -34.19
C -28.83 26.56 -34.17
C -27.83 25.96 -33.43
C -26.98 26.79 -32.74
H -27.96 29.83 -33.51
H -29.81 28.43 -34.66
H -29.57 25.93 -34.65
H -27.77 24.88 -33.51
H -26.16 26.36 -32.19
N -24.99 31.96 -31.08
C -25.91 32.34 -30.12
C -26.02 33.67 -29.63
C -25.09 34.66 -29.95
C -24.07 34.26 -30.86
C -24.09 32.95 -31.40
H -26.62 31.60 -29.79
H -26.87 33.90 -29.00
H -25.06 35.62 -29.46
H -23.33 34.98 -31.18
H -23.29 32.54 -32.00


(3)
A molecular structure, C30H30BF8MoN6O11P2S2, computed with wB97M-V/def2-TZVPD.

The value obtained for the energy above the lowest of the compared OMol25 structures with the same formula, charge and spin is 0.0 kcal/mol. For the total energy, the calculation gives -127593.5315 eV. As for the net charge: -1. For the max |F|, the calculation gives 0.5 eV Å⁻¹. As for the frontier orbital gap (spin up / spin down): 5.79 / 6.35 eV. Its highest occupied orbital energy (spin up / spin down) is -4.02 / -4.69 eV. The spin multiplicity is 3.

Positions of all 91 atoms, in Å:
Mo 0.19 -0.12 0.10
C 1.48 -4.16 -1.21
C 1.33 -2.72 -0.87
N 0.22 -2.19 -0.49
N -0.91 -2.93 -0.36
C -1.91 -2.11 -0.09
O -1.82 -0.85 -0.03
C -3.24 -2.72 0.19
C -4.37 -1.92 0.14
C -5.61 -2.45 0.44
C -5.73 -3.79 0.80
C -4.60 -4.59 0.85
C -3.35 -4.06 0.54
C 2.45 -1.77 -1.05
C 3.62 -2.14 -1.69
C 4.59 -1.17 -1.93
C 4.36 0.13 -1.55
C 3.17 0.43 -0.90
N 2.26 -0.50 -0.63
H 0.60 -4.70 -0.86
H 2.38 -4.58 -0.74
H 1.56 -4.30 -2.29
H -4.26 -0.87 -0.12
H -6.50 -1.83 0.40
H -6.70 -4.21 1.04
H -4.68 -5.63 1.14
H -2.46 -4.67 0.59
H 3.76 -3.16 -2.02
H 5.50 -1.44 -2.45
H 5.06 0.93 -1.77
H 2.92 1.44 -0.61
N -0.09 4.91 0.98
C 1.15 4.25 0.42
C 2.25 5.31 0.41
P 1.52 2.92 1.69
O 3.13 2.97 1.83
O 0.88 3.47 2.91
O 1.19 1.56 1.13
P 0.87 3.62 -1.29
O -0.20 4.68 -1.79
O 2.17 3.55 -1.98
O 0.14 2.25 -1.23
H 0.03 4.81 2.01
H -0.92 4.37 0.71
H -0.16 5.87 0.67
H 2.47 5.64 1.43
H 1.95 6.17 -0.19
H 3.15 4.90 -0.03
H 3.51 2.12 1.61
H -0.74 4.28 -2.52
F -2.11 1.54 -1.38
B -1.07 1.71 -0.52
F -1.48 2.55 0.55
C -3.52 -1.57 4.11
C -3.40 -0.43 3.32
C -2.22 -0.12 2.68
C -1.11 -0.97 2.78
C -1.23 -2.11 3.59
C -2.42 -2.41 4.24
N 0.09 -0.72 2.08
C 1.26 -0.78 2.84
C 2.38 -1.49 2.41
C 3.58 -1.46 3.12
C 3.68 -0.72 4.29
C 2.56 -0.03 4.75
C 1.38 -0.05 4.04
H -4.45 -1.81 4.60
H -4.25 0.24 3.21
H -2.13 0.77 2.08
H -0.38 -2.78 3.67
H -2.49 -3.31 4.84
H 2.30 -2.10 1.52
H 4.43 -2.02 2.75
H 4.61 -0.69 4.84
H 2.63 0.56 5.65
H 0.52 0.52 4.37
F -0.61 -2.19 -3.97
C -0.04 -1.25 -4.71
F 0.99 -1.81 -5.35
F -0.91 -0.84 -5.63
S 0.57 0.15 -3.62
O 0.03 -0.21 -2.33
O 2.00 0.09 -3.76
N 0.04 1.49 -4.21
S -1.41 2.05 -4.35
O -1.55 3.32 -3.68
O -2.47 1.10 -4.29
C -1.35 2.58 -6.13
F -0.74 1.69 -6.91
F -0.71 3.75 -6.26
F -2.60 2.74 -6.57


What did the third record say?
A molecular structure, C30H30BF8MoN6O11P2S2, computed with wB97M-V/def2-TZVPD.

The value obtained for the energy above the lowest of the compared OMol25 structures with the same formula, charge and spin is 0.0 kcal/mol. For the total energy, the calculation gives -127593.5315 eV. As for the net charge: -1. For the max |F|, the calculation gives 0.5 eV Å⁻¹. As for the frontier orbital gap (spin up / spin down): 5.79 / 6.35 eV. Its highest occupied orbital energy (spin up / spin down) is -4.02 / -4.69 eV. The spin multiplicity is 3.

Positions of all 91 atoms, in Å:
Mo 0.19 -0.12 0.10
C 1.48 -4.16 -1.21
C 1.33 -2.72 -0.87
N 0.22 -2.19 -0.49
N -0.91 -2.93 -0.36
C -1.91 -2.11 -0.09
O -1.82 -0.85 -0.03
C -3.24 -2.72 0.19
C -4.37 -1.92 0.14
C -5.61 -2.45 0.44
C -5.73 -3.79 0.80
C -4.60 -4.59 0.85
C -3.35 -4.06 0.54
C 2.45 -1.77 -1.05
C 3.62 -2.14 -1.69
C 4.59 -1.17 -1.93
C 4.36 0.13 -1.55
C 3.17 0.43 -0.90
N 2.26 -0.50 -0.63
H 0.60 -4.70 -0.86
H 2.38 -4.58 -0.74
H 1.56 -4.30 -2.29
H -4.26 -0.87 -0.12
H -6.50 -1.83 0.40
H -6.70 -4.21 1.04
H -4.68 -5.63 1.14
H -2.46 -4.67 0.59
H 3.76 -3.16 -2.02
H 5.50 -1.44 -2.45
H 5.06 0.93 -1.77
H 2.92 1.44 -0.61
N -0.09 4.91 0.98
C 1.15 4.25 0.42
C 2.25 5.31 0.41
P 1.52 2.92 1.69
O 3.13 2.97 1.83
O 0.88 3.47 2.91
O 1.19 1.56 1.13
P 0.87 3.62 -1.29
O -0.20 4.68 -1.79
O 2.17 3.55 -1.98
O 0.14 2.25 -1.23
H 0.03 4.81 2.01
H -0.92 4.37 0.71
H -0.16 5.87 0.67
H 2.47 5.64 1.43
H 1.95 6.17 -0.19
H 3.15 4.90 -0.03
H 3.51 2.12 1.61
H -0.74 4.28 -2.52
F -2.11 1.54 -1.38
B -1.07 1.71 -0.52
F -1.48 2.55 0.55
C -3.52 -1.57 4.11
C -3.40 -0.43 3.32
C -2.22 -0.12 2.68
C -1.11 -0.97 2.78
C -1.23 -2.11 3.59
C -2.42 -2.41 4.24
N 0.09 -0.72 2.08
C 1.26 -0.78 2.84
C 2.38 -1.49 2.41
C 3.58 -1.46 3.12
C 3.68 -0.72 4.29
C 2.56 -0.03 4.75
C 1.38 -0.05 4.04
H -4.45 -1.81 4.60
H -4.25 0.24 3.21
H -2.13 0.77 2.08
H -0.38 -2.78 3.67
H -2.49 -3.31 4.84
H 2.30 -2.10 1.52
H 4.43 -2.02 2.75
H 4.61 -0.69 4.84
H 2.63 0.56 5.65
H 0.52 0.52 4.37
F -0.61 -2.19 -3.97
C -0.04 -1.25 -4.71
F 0.99 -1.81 -5.35
F -0.91 -0.84 -5.63
S 0.57 0.15 -3.62
O 0.03 -0.21 -2.33
O 2.00 0.09 -3.76
N 0.04 1.49 -4.21
S -1.41 2.05 -4.35
O -1.55 3.32 -3.68
O -2.47 1.10 -4.29
C -1.35 2.58 -6.13
F -0.74 1.69 -6.91
F -0.71 3.75 -6.26
F -2.60 2.74 -6.57


> Which of these has the lowest total energy?

C30H30AsN6O7S3Yb


> The highest total energy belongs to which entry?

C30H30B3N3O26


> max |F| of number 2 (C30H30B3N3O26)?

5.9 eV Å⁻¹